Formula: C5H12NO2
Source: the OMol25 dataset
Level of theory: ωB97M-V/def2-TZVPD

XYZ file:
```
20
Properties=species:S:1:pos:R:3:forces:R:3
C 1.186285 0.386737 -0.320987 -0.04 -1.31 0.42
C 1.389220 -0.809454 0.707292 -0.62 0.71 -0.46
C 0.314919 -1.807736 0.520974 0.53 -0.57 -0.12
C 0.517448 -2.997195 -0.049576 -0.88 0.43 0.50
N -0.153264 0.894663 -0.474285 1.05 -0.05 1.38
C -0.326248 2.349431 -0.117518 -1.61 -0.05 0.19
O -1.315755 2.881677 -0.828858 -0.18 -0.06 0.01
H 1.515237 -0.054823 -1.264324 0.40 0.26 -0.18
H 1.874552 1.150973 0.042323 0.03 0.35 -0.46
H 1.287175 -0.450909 1.737524 0.36 0.18 -0.07
H 2.363289 -1.277644 0.535943 0.07 0.22 0.15
H -0.631404 -1.447559 0.902014 -0.32 -0.44 -0.20
H -0.303558 -3.702411 -0.120480 0.14 -0.08 -0.23
H 1.491496 -3.272571 -0.425805 0.11 -0.12 0.00
H -0.614752 0.656272 -1.329252 0.06 0.36 -0.54
H -0.594731 2.295915 0.985709 0.54 0.28 -0.15
H 0.647856 2.906518 -0.207284 0.07 -0.42 -0.05
H -2.480981 0.245808 0.207583 0.01 -0.81 0.16
H -2.863949 1.455803 -0.345056 -0.47 0.62 -0.58
O -3.302835 0.596507 -0.155937 0.75 0.51 0.23
```
Forces are in eV/Å.

F_max = 1.7 eV/Å
energy above the lowest of the compared OMol25 structures with the same formula, charge and spin = 306.68 kJ/mol
net charge = -1
HOMO = -2.96 eV
multiplicity = 1



Formula: CH5NOS2
Source: the OMol25 dataset
Level of theory: ωB97M-V/def2-TZVPD

XYZ file:
```
10
Properties=species:S:1:pos:R:3:forces:R:3
N 1.726402 -0.992197 0.073405 -0.25 0.33 0.24
C 1.941411 -1.389573 -1.200743 1.04 -0.65 -1.27
O 1.361924 -2.250366 -1.819340 -0.97 0.15 0.41
H 0.788889 -1.012298 0.443243 0.22 -0.39 0.21
H 2.454234 -0.517188 0.583722 -0.31 0.23 -0.22
H 2.780778 -0.920996 -1.743961 0.28 0.33 0.65
S -1.860717 2.250202 1.714730 -0.84 -0.27 -0.76
S -3.915127 1.807353 1.280420 0.43 -0.10 -0.22
H -1.441000 1.426551 0.738477 0.25 0.02 0.29
H -3.836795 1.598514 -0.069949 0.17 0.36 0.67
```
Forces are in eV/Å.

F_max = 1.8 eV/Å
energy above the lowest of the compared OMol25 structures with the same formula, charge and spin = 69.99 kJ/mol
net charge = 0
HOMO = -9.01 eV
structure (SMILES) = NC=O.SS
multiplicity = 1



Formula: C26H44BrCaNOP2
Source: the OMol25 dataset
Level of theory: ωB97M-V/def2-TZVPD

XYZ file:
```
76
Properties=species:S:1:pos:R:3:forces:R:3
N -6.049560 4.994026 -3.565103 0.36 0.25 0.35
C -5.921294 5.657292 -2.404648 0.51 -0.43 0.39
C -4.922992 5.344473 -1.464435 -0.65 0.19 -0.22
C -3.966664 4.339499 -1.757327 0.81 0.80 -0.27
C -4.122648 3.667249 -3.008192 0.15 0.13 0.03
C -5.168129 4.033517 -3.857988 0.06 -0.16 0.05
C -2.875239 4.021761 -0.852483 -2.45 1.18 -0.54
Ca 0.164142 3.113383 0.294620 1.09 -1.57 0.01
P 4.908941 -0.267832 0.814957 2.19 -0.83 0.06
C -1.720786 3.333991 -1.244192 1.74 -1.28 -0.71
C -1.666015 1.857841 -1.187570 0.48 0.25 0.74
C -0.725188 1.099652 -1.936751 -0.14 0.18 0.10
C -0.501399 -0.233309 -1.618713 -0.13 -0.78 0.48
C -1.065572 -0.833743 -0.455195 -0.60 0.70 -0.94
C -2.050538 -0.075085 0.220280 0.01 -0.92 0.01
C -2.463802 1.155810 -0.243448 0.19 0.65 0.02
Br 1.216259 -0.116620 0.900116 0.32 1.35 0.37
H -3.007345 4.385011 0.174765 -0.60 -0.88 0.12
H -0.934342 3.837618 -1.850834 -1.46 -0.39 -1.39
H -4.918991 5.879804 -0.517094 0.18 -0.05 -0.17
H -3.475681 2.845084 -3.305197 0.03 0.23 0.17
H -6.636292 6.463637 -2.207435 0.25 -0.40 -0.09
H -5.302793 3.535736 -4.830054 0.07 0.19 0.57
H -0.258417 1.525390 -2.837688 -0.05 -0.09 0.61
H -3.392108 1.629358 0.096690 0.52 -0.12 0.42
H 0.218513 -0.789784 -2.217700 -0.21 0.28 0.19
H -2.458727 -0.461938 1.161769 -0.27 0.04 -0.61
P -0.954357 -2.609556 0.023502 -0.61 0.35 -0.03
C 4.465812 1.469817 1.067348 -0.06 0.03 -0.11
C 5.660588 2.364050 0.690126 -0.09 0.29 0.17
H 4.230375 1.569244 2.134429 -0.12 0.13 -0.18
H 3.578798 1.666850 0.455984 -0.17 0.42 0.15
H 5.437134 3.391737 1.009444 0.22 -0.09 -0.21
H 6.588238 2.042060 1.197900 -0.53 0.08 -0.22
H 5.859102 2.365774 -0.394180 -0.11 -0.05 0.38
C 4.284198 -0.842323 -0.802962 -0.20 0.02 0.13
C 5.229914 -1.926249 -1.358998 -0.18 0.08 -0.22
H 4.249793 0.024559 -1.478655 -0.05 -0.19 0.09
H 3.260516 -1.192666 -0.613611 0.13 -0.08 -0.55
H 4.966707 -2.158364 -2.398326 0.04 -0.06 0.17
H 6.275964 -1.578883 -1.350187 -0.43 -0.14 0.08
H 5.167549 -2.860999 -0.781523 0.07 0.32 -0.09
C 4.103842 -1.318980 2.080192 -0.15 0.27 0.20
C 5.116340 -1.667160 3.184684 -0.20 -0.22 0.09
H 3.786430 -2.246589 1.584224 -0.09 0.19 0.02
H 3.209086 -0.786791 2.437642 0.31 -0.48 0.22
H 4.669970 -2.373882 3.896655 0.10 0.18 -0.04
H 6.001078 -2.152466 2.748562 -0.22 0.23 0.14
H 5.448072 -0.783516 3.746183 -0.06 -0.19 -0.20
C -0.667229 -2.903079 1.771953 0.31 0.31 0.70
C -1.060418 -4.298911 2.301567 -0.09 -0.34 0.11
H -1.202651 -2.154523 2.384964 0.27 -0.09 -0.46
H 0.403282 -2.688797 1.911017 -0.26 -0.10 0.07
H -2.109622 -4.335422 2.622815 0.24 0.08 -0.23
H -0.905561 -5.139458 1.610189 0.08 0.36 0.04
H -0.462293 -4.516662 3.195622 -0.11 0.10 -0.27
C 0.226376 -3.560505 -0.966248 0.38 0.33 0.17
C -0.115015 -3.495263 -2.454121 -0.16 -0.12 -0.29
H 0.201122 -4.608727 -0.631527 -0.04 0.35 0.17
H 1.231374 -3.162286 -0.729012 -0.38 -0.10 -0.15
H -1.020939 -4.085312 -2.646630 0.29 0.13 -0.12
H -0.306687 -2.470574 -2.782737 0.03 -0.39 -0.09
H 0.705470 -3.901209 -3.057261 -0.24 0.05 0.17
C -2.615561 -3.213191 -0.381703 0.26 -0.33 -0.35
C -3.801277 -2.773478 0.486348 -0.30 -0.03 0.02
H -2.532056 -4.316666 -0.416350 -0.09 0.45 -0.03
H -2.732721 -2.840887 -1.410554 -0.26 -0.38 0.13
H -4.172700 -1.788138 0.187603 0.17 -0.14 0.13
H -4.630114 -3.470129 0.314951 0.19 0.11 0.07
H -3.605684 -2.770183 1.569102 0.08 -0.02 -0.36
C -0.514134 1.734244 3.125183 0.08 -0.30 0.66
O -0.888415 2.766664 2.187128 -1.15 1.14 0.14
H -0.998021 1.898918 4.095820 0.16 0.07 -0.31
H 0.572681 1.800663 3.218083 -0.26 -0.25 0.13
H -0.792474 0.774545 2.694260 0.12 0.04 0.18
H -1.745232 3.180871 2.419971 0.68 -0.52 0.03
```
Forces are in eV/Å.

F_max = 2.8 eV/Å
energy above the lowest of the compared OMol25 structures with the same formula, charge and spin = 42.20 kJ/mol
net charge = +2
HOMO (spin up / spin down) = -10.95 / -10.95 eV
multiplicity = 1



Formula: C3H3NO2S
Source: the OMol25 dataset
Level of theory: ωB97M-V/def2-TZVPD

XYZ file:
```
10
Properties=species:S:1:pos:R:3:forces:R:3
C -2.171704 0.679974 0.195925 -2.66 3.48 -2.41
N -2.023696 -0.559266 0.284932 2.86 -0.92 0.08
S -0.353156 -1.313941 -0.103538 -2.03 -0.15 -0.07
C 0.898785 -0.089040 -0.302043 -1.48 -2.27 1.59
O 0.678173 1.061705 -0.318562 0.20 2.46 -0.73
C 2.233535 -0.702992 0.048786 5.63 3.07 -0.16
O 3.087936 0.192031 0.411965 -3.40 -4.72 -1.18
H -1.603314 1.547856 -0.476477 -0.93 -2.55 2.33
H -3.311909 1.005690 0.472668 2.78 -0.63 -0.34
H 2.565350 -1.822018 -0.213656 -0.97 2.22 0.90
```
Forces are in eV/Å.

F_max = 6.4 eV/Å
energy above the lowest of the compared OMol25 structures with the same formula, charge and spin = 449.99 kJ/mol
net charge = 0
HOMO = -9.94 eV
structure (SMILES) = C=NSC(=O)C=O
multiplicity = 1



What is the net charge in the third record? +2